Record 1
{
  "formula": "C12H9HfN4O6",
  "method": "ωB97M-V with the def2-TZVPD basis set",
  "species": ["C", "C", "C", "C", "H", "C", "O", "H", "C", "O", "C", "N", "O", "Hf", "C", "N", "N", "H", "N", "C", "H", "H", "H", "C", "H", "O", "O", "H", "C", "C", "O", "H"],
  "coordinates": [[2.24200, -1.49352, 0.49339], [-2.05814, -2.76878, -0.96041], [3.62238, -1.57299, 0.43769], [-1.82483, 2.60463, 1.36754], [-1.48725, -3.32717, -0.22495], [2.20073, 0.24241, -1.06745], [1.67615, -3.17000, 2.10692], [-4.27085, 3.07650, 0.64209], [-0.62304, 1.99814, 1.63603], [-0.02167, 1.00217, -1.28959], [4.28541, -0.69942, -0.42244], [1.58963, -0.61932, -0.26376], [0.06012, -1.79922, 1.34143], [-0.46706, -0.20931, 0.25540], [-2.12438, 3.96611, 1.61315], [0.28114, 1.26007, 1.74757], [-2.44714, 5.05970, 1.75974], [-4.63548, 1.48248, 0.04915], [-3.97877, 2.12945, 0.45293], [3.57994, 0.23025, -1.18382], [4.15181, -2.28341, 1.05622], [-2.18439, -3.35189, -1.86829], [4.07653, 0.93625, -1.83382], [1.31173, -2.27309, 1.41345], [5.36465, -0.73063, -0.48534], [-1.25781, -1.58648, -1.28600], [1.57134, 2.07410, -2.47019], [-1.64887, -1.13456, -2.05174], [1.22615, 1.21778, -1.71620], [-2.76314, 1.71679, 0.77471], [-2.42666, 0.48547, 0.53087], [-3.02024, -2.46250, -0.55428]],
  "nbo_charge": [0.13, -0.26, -0.18, -0.51, 0.23, 0.12, -0.49, 0.44, 0.50, -0.84, -0.11, -0.57, -0.84, 2.48, 0.25, -0.52, -0.24, 0.43, -0.74, -0.17, 0.27, 0.22, 0.27, 0.76, 0.25, -0.76, -0.49, 0.53, 0.76, 0.70, -0.80, 0.20],
  "gap_ev": 8.44,
  "de_lowest_kcal_mol": 6.83,
  "fmax_ev_per_a": 1.05,
  "e_lumo_ev": -4.32,
  "charge": 1
}

=====

Record 2
{
  "formula": "C13H10AuFN4O4",
  "method": "ωB97M-V with the def2-TZVPD basis set",
  "species": ["C", "C", "C", "N", "C", "C", "C", "C", "H", "H", "H", "O", "N", "Au", "H", "H", "C", "C", "O", "N", "N", "C", "H", "F", "H", "H", "H", "C", "O", "C", "C", "H", "O"],
  "coordinates": [[3.66520, 0.19000, 3.45586], [2.64060, -0.92563, 1.63699], [4.24177, -1.01780, 3.87439], [2.83286, -3.06756, 1.12361], [-4.92220, 2.66762, 2.55465], [2.85983, 0.25596, 2.33787], [4.05004, -2.19170, 3.17526], [-4.65337, 1.37220, 2.35036], [3.85757, 1.08839, 4.02630], [1.56798, -2.97380, -0.59464], [-5.08154, 0.84978, 1.50680], [-4.51570, 4.55867, 3.95767], [-3.83440, 0.64980, 3.17777], [-0.00426, -0.41067, 0.62621], [-2.97172, 3.04329, 5.14896], [-3.22367, -1.23762, 3.77784], [-4.33130, 3.40252, 3.65929], [-2.31918, -0.85712, 1.90319], [-2.36377, 0.66905, 4.92691], [1.87869, -1.17669, 0.48920], [-3.45352, 2.59222, 4.38560], [-3.50666, -0.72858, 2.86088], [3.07922, -4.04132, 1.12572], [-5.75083, 3.31939, 1.72742], [4.48990, -3.12664, 3.49697], [2.40587, 1.18230, 2.01238], [4.84441, -1.03033, 4.77266], [2.01399, -2.46307, 0.24305], [-1.88649, 0.22770, 1.36662], [-3.15507, 1.25523, 4.21954], [3.25151, -2.11789, 2.04037], [-4.37673, -1.22318, 2.43419], [-1.84261, -1.97880, 1.72588]],
  "nbo_charge": [-0.21, 0.07, -0.19, -0.52, 0.21, -0.19, -0.25, 0.02, 0.22, 0.23, 0.23, -0.57, -0.41, 0.64, 0.43, 0.26, 0.60, 0.76, -0.62, -0.54, -0.63, -0.33, 0.43, -0.30, 0.22, 0.24, 0.22, 0.27, -0.77, 0.79, 0.16, 0.23, -0.70],
  "gap_ev": 8.77,
  "fmax_ev_per_a": 0.73,
  "e_lumo_ev": 0.16
}

=====

Record 3
{
  "formula": "C13H10AuN2O2Se4",
  "method": "ωB97M-V with the def2-TZVPD basis set",
  "species": ["H", "Se", "C", "C", "H", "H", "C", "C", "C", "C", "C", "O", "Se", "H", "O", "C", "H", "H", "C", "N", "C", "C", "C", "Se", "Se", "C", "H", "H", "H", "H", "Au", "N"],
  "coordinates": [[-4.07362, -1.90047, -0.96791], [4.65932, -0.88847, -0.58896], [-0.33544, -2.20887, -0.05650], [-0.85389, -0.98096, -0.44272], [0.40135, 5.83691, 0.09105], [-2.15373, -5.37311, 0.67041], [-1.17571, -3.30515, 0.03335], [-2.19932, -0.86602, -0.77575], [0.49213, 2.48847, -0.27150], [-0.06297, 3.74864, -0.10115], [0.79421, 4.83756, -0.04581], [-4.62783, -4.27401, -0.59826], [4.05456, -0.84096, 3.03597], [-2.60870, 0.07020, -1.13084], [-3.05252, -5.49211, 0.34846], [-0.38067, 1.29052, -0.27791], [-0.72488, -4.24171, 0.34411], [3.67350, 3.08219, -0.39658], [-3.02873, -1.97150, -0.69976], [1.79611, 2.28020, -0.39326], [2.15734, 4.61835, -0.15055], [2.61723, 3.31704, -0.32441], [-2.52658, -3.19818, -0.28144], [5.36209, 0.18330, 1.38781], [1.88919, -0.19520, 2.45011], [-3.49381, -4.34312, -0.21307], [-1.13503, 3.86552, -0.00296], [-1.42860, 1.46676, -0.02977], [2.86284, 5.43620, -0.08856], [0.71639, -2.27106, 0.19991], [2.31740, -0.29021, -0.23380], [0.06838, 0.11925, -0.48971]],
  "nbo_charge": [0.24, -0.55, -0.22, 0.23, 0.21, 0.48, -0.17, -0.26, 0.13, -0.22, -0.18, -0.58, -0.10, 0.21, -0.67, 0.12, 0.20, 0.22, -0.16, -0.40, -0.25, 0.07, -0.21, -0.14, -0.70, 0.78, 0.21, 0.16, 0.22, 0.27, 0.53, -0.47],
  "gap_ev": 4.83,
  "de_lowest_kcal_mol": 0.00,
  "fmax_ev_per_a": 0.69,
  "e_lumo_ev": 1.51,
  "charge": -1
}

=====

Record 4
{
  "formula": "C13H10BrN2O3Pt",
  "method": "ωB97M-V with the def2-TZVPD basis set",
  "species": ["H", "H", "O", "C", "C", "C", "C", "C", "C", "Br", "H", "H", "H", "N", "C", "C", "C", "H", "N", "H", "O", "H", "C", "C", "H", "C", "H", "O", "C", "Pt"],
  "coordinates": [[-0.60809, 0.84284, 0.01162], [-1.92812, 2.18437, 0.03649], [-2.09481, -0.59143, -0.03086], [-5.36813, 0.57772, 0.03027], [-3.11618, 0.35088, 0.00499], [3.65855, -1.79422, 0.09182], [-4.03228, 2.53482, 0.06389], [-0.78801, -0.22603, -0.03350], [2.28650, -1.94626, 0.07010], [-3.01413, -5.10954, -0.09900], [-6.32586, 0.06951, 0.02756], [1.41407, 1.30723, -0.35237], [5.55517, 1.44164, 0.34854], [0.07165, -1.13529, -0.07123], [3.39664, 0.57229, -0.17587], [-5.29311, 1.96023, 0.06059], [5.72203, -0.43695, 0.02316], [-3.91368, 3.61093, 0.08744], [-4.29721, -0.20594, 0.00391], [-6.19151, 2.56154, 0.08135], [6.45499, -1.38078, -0.07972], [1.81882, -2.91798, 0.15863], [1.44422, -0.84108, -0.06760], [2.02158, 0.42422, -0.20390], [3.79223, 1.57278, -0.32059], [-2.90564, 1.73097, 0.03536], [4.30974, -2.65107, 0.19693], [6.25650, 0.80127, 0.18652], [4.23409, -0.52976, -0.01802], [-2.56001, -2.77690, -0.06649]],
  "nbo_charge": [0.13, 0.21, -0.45, 0.06, 0.50, -0.14, -0.16, 0.43, -0.20, -0.68, 0.20, 0.19, 0.48, -0.42, -0.21, -0.29, 0.78, 0.21, -0.38, 0.21, -0.57, 0.25, 0.15, -0.20, 0.19, -0.32, 0.24, -0.68, -0.22, -0.33],
  "gap_ev": 4.33,
  "de_lowest_kcal_mol": 39.92,
  "fmax_ev_per_a": 0.22,
  "e_lumo_ev": 1.95,
  "charge": -1
}

=====

Record 5
{
  "formula": "C13H10ClFN4O4V",
  "method": "ωB97M-V with the def2-TZVPD basis set",
  "species": ["H", "H", "Cl", "C", "C", "N", "O", "C", "C", "H", "O", "H", "F", "H", "C", "C", "O", "C", "H", "O", "C", "H", "H", "H", "C", "C", "V", "N", "C", "C", "C", "N", "N", "H"],
  "coordinates": [[-0.47492, 0.26053, -4.33769], [0.50213, -0.33743, -2.20188], [-0.86327, 2.86084, -5.48657], [-0.13428, 1.01387, -3.61455], [0.39415, 0.54985, 2.63771], [-0.01172, -2.72556, 4.01296], [1.30028, -1.88374, -0.03097], [0.46311, 0.72937, -2.43579], [-0.12652, -0.24697, 3.82379], [-0.33608, 1.31885, 2.27911], [0.15917, 3.74372, 0.41884], [0.50479, -0.28398, 4.66903], [-1.36807, 0.26767, 0.28757], [-0.33089, 4.33369, -3.20928], [-0.97828, -3.57966, -2.18060], [-0.12544, 3.35780, -3.01025], [1.10147, 1.20248, -0.30884], [0.62794, 4.00873, -0.67131], [-0.07705, -3.65914, 3.59098], [-0.49165, -1.72259, 2.00292], [-0.36328, -3.18599, -0.92694], [-1.10159, 0.20454, 4.19077], [1.35638, 1.06447, 2.81468], [1.11479, 4.97063, -0.86547], [-0.25864, -1.62086, 3.24190], [-0.17676, -4.27869, 0.01180], [0.30168, -0.33967, 0.66726], [-0.08663, -4.99447, 0.93157], [-0.35885, 2.35751, -3.96426], [0.66469, 1.67394, -1.42391], [0.40086, 3.08138, -1.76892], [-1.28865, -3.45904, -3.30753], [0.21056, -1.99612, -0.87956], [-0.14944, -2.68594, 5.04341]],
  "nbo_charge": [0.25, 0.24, 0.12, -0.21, -0.47, -0.75, -0.44, -0.20, -0.55, 0.27, -0.49, 0.25, -0.45, 0.23, 0.20, -0.19, -0.52, 0.40, 0.44, -0.62, 0.10, 0.29, 0.26, 0.15, 0.74, 0.22, 1.54, -0.20, 0.00, 0.33, -0.12, -0.15, -0.11, 0.43],
  "gap_ev": [4.96, 4.83],
  "de_lowest_kcal_mol": 76.36,
  "fmax_ev_per_a": 4.19,
  "e_lumo_ev": [-6.61, -6.73],
  "charge": 1
}

=====

Record 6
{
  "formula": "C13H11CdN8O4",
  "method": "ωB97M-V with the def2-TZVPD basis set",
  "species": ["N", "H", "C", "H", "C", "N", "C", "C", "O", "C", "C", "O", "O", "N", "H", "H", "C", "C", "C", "H", "H", "H", "H", "C", "H", "H", "N", "N", "O", "N", "C", "N", "N", "C", "Cd", "H", "C"],
  "coordinates": [[0.27913, -0.07799, 2.29590], [3.07358, -0.22983, 4.12244], [-1.52302, 2.66486, -0.21378], [-5.46287, -0.00595, -0.18900], [1.06819, -0.10596, 4.93058], [2.12635, -0.22300, 0.20447], [4.71429, -0.22784, 0.79311], [-2.60695, 1.58450, -0.22983], [-0.31095, 2.25115, -0.34820], [-4.01682, 1.67814, -0.20258], [3.09928, -0.19484, -0.75121], [-1.86367, 3.82607, -0.06853], [-4.62164, 4.03146, -0.22463], [2.73669, -0.17085, -2.04192], [1.79794, -0.00430, -2.32697], [6.28346, -0.23566, 2.07397], [2.58427, -0.19463, 1.48044], [-4.45133, 0.37892, -0.19702], [-0.62925, -0.01846, 3.27104], [-1.03981, 0.03136, 5.36932], [6.69687, -0.25460, 0.37942], [-3.35005, -1.41090, -0.27212], [-1.66517, 0.04540, 2.96581], [-0.27357, -0.02663, 4.60585], [1.38139, -0.11643, 5.96760], [3.46558, -0.08201, -2.72949], [3.83422, -0.19979, 1.82974], [4.39256, -0.21082, -0.49712], [-6.20292, 2.47612, -0.21264], [6.00553, -0.27199, 1.10947], [-5.03949, 2.78541, -0.20584], [-2.23379, 0.29019, -0.24791], [-3.37398, -0.41080, -0.22525], [1.58109, -0.14936, 2.61199], [-0.02422, 0.18511, 0.05595], [-3.62659, 4.06690, -0.25154], [2.01416, -0.17004, 3.91809]],
  "nbo_charge": [-0.58, 0.26, 0.76, 0.27, -0.12, -0.74, 0.61, 0.06, -0.87, -0.25, 0.62, -0.62, -0.65, -0.75, 0.40, 0.42, 0.47, 0.06, 0.06, 0.25, 0.42, 0.43, 0.22, -0.22, 0.24, 0.43, -0.53, -0.55, -0.57, -0.73, 0.78, -0.45, -0.31, 0.14, 1.67, 0.52, -0.19],
  "gap_ev": 8.68,
  "fmax_ev_per_a": 0.78,
  "e_lumo_ev": -3.95,
  "charge": 1
}